(1)
C19H11CsF16N4O4S2 as an isolated structure. Source: the OMol25 dataset; level of theory: ωB97M-V with the def2-TZVPD basis set.

Computed properties:
Net charge: -2
E_HOMO in Ha: -0.05957
Multiplicity: 1
Frontier orbital gap in eV: 5.48
Energy above the lowest of the compared OMol25 structures with the same formula, charge and spin in eV: 0.090
Largest force on an atom in eV/Å: 0.938
Calculated total energy in eV: -99729.975

Each line ends with the Mulliken charge.
Geometry (Å):
Cs: -0.46908 -0.46703 -0.71582  1.274
C: -1.04233 3.03865 -1.89963  -1.256
N: -0.29216 2.74028 -0.69728  0.771
C: -1.02108 3.17691 0.48572  -1.289
C: -0.42351 2.70169 1.80693  -0.857
N: -0.47361 1.26359 1.88774  -0.248
C: 0.03316 0.65666 2.94850  -0.267
C: -0.00938 -0.77347 3.01657  0.333
F: -0.58185 -1.45242 1.99301  -0.221
C: 0.47508 -1.52317 4.06085  -0.340
F: 0.38221 -2.86503 4.02402  -0.325
C: 1.05454 -0.91975 5.16487  0.751
F: 1.54169 -1.65016 6.19994  -0.359
C: 1.12265 0.45919 5.16881  -0.097
F: 1.67928 1.07547 6.23419  -0.344
C: 0.63817 1.21701 4.12547  0.689
F: 0.75444 2.56553 4.27475  -0.363
C: 1.07351 3.26834 -0.75633  -1.693
C: 2.14573 2.23337 -0.43587  -0.409
N: 2.20017 1.27237 -1.51383  -0.470
C: 3.21473 0.44811 -1.62221  0.067
C: 4.36414 0.27163 -0.77481  0.548
F: 4.47730 0.97892 0.38363  -0.356
C: 5.38749 -0.61045 -1.04141  -0.127
F: 6.43263 -0.68986 -0.19046  -0.335
C: 5.37636 -1.42767 -2.15906  0.679
F: 6.40294 -2.27659 -2.42669  -0.358
C: 4.27716 -1.33088 -2.99958  0.065
F: 4.22107 -2.10963 -4.10086  -0.333
C: 3.25749 -0.45081 -2.73842  0.135
F: 2.22517 -0.42411 -3.61387  -0.343
H: -1.20694 4.12329 -2.04560  0.303
H: -0.50595 2.64963 -2.76592  0.401
H: -2.01909 2.55043 -1.84979  0.312
H: -1.07164 4.28522 0.51568  0.306
H: -2.04029 2.78785 0.40837  0.438
H: 0.59849 3.09773 1.88899  0.314
H: -1.00478 3.19185 2.60415  0.540
H: 1.26679 3.63768 -1.76730  0.550
H: 1.17259 4.12519 -0.07240  0.433
H: 3.09384 2.76956 -0.28637  0.405
H: 1.89046 1.76285 0.52447  0.261
F: -5.61303 -1.01578 0.55152  -0.215
C: -5.75660 -1.18549 -0.76075  0.583
F: -6.25296 -0.05105 -1.27761  -0.224
F: -6.64874 -2.15676 -0.97429  -0.238
S: -4.13906 -1.55687 -1.58296  1.042
O: -3.32263 -0.42003 -1.25461  -0.618
O: -4.44582 -1.75674 -2.96963  -0.657
N: -3.85254 -2.90216 -0.78777  -0.439
S: -2.52656 -3.74194 -0.95189  1.077
O: -1.43593 -3.04343 -1.57323  -0.676
O: -2.29329 -4.53018 0.21515  -0.665
C: -2.99328 -5.00339 -2.22932  0.527
F: -1.99068 -5.87925 -2.38601  -0.224
F: -3.24602 -4.44619 -3.41385  -0.208
F: -4.08043 -5.68871 -1.84791  -0.245

Atoms 1-6, force components in eV/Å:
Cs 0.70 0.63 -0.04
C 0.00 -0.11 0.05
N 0.00 0.14 -0.03
C 0.13 -0.05 0.12
C -0.06 -0.03 -0.12
N 0.09 -0.25 0.08

(2)
A 2-piece molecular cluster, C2HCl2NS overall. Source: the OMol25 dataset; level of theory: ωB97M-V with the def2-TZVPD basis set.

Computed properties:
E_HOMO in Ha: -0.32659
Multiplicity: 1
Frontier orbital gap in eV: 8.53
Energy above the lowest of the compared OMol25 structures with the same formula, charge and spin in eV: 2.651
Largest force on an atom in eV/Å: 0.989
Calculated total energy in eV: -39456.801

Each line ends with the Mulliken charge.
Geometry (Å):
C: -2.19616 -1.19887 0.31094  0.390
C: 1.09449 1.10651 0.00230  0.018
N: -1.52688 -1.88660 0.93386  -0.324
S: 2.53790 0.32267 -0.40194  -0.096
Cl: -3.12703 -0.22983 -0.57026  -0.067
Cl: 1.21914 2.78512 0.06122  -0.110
H: 1.99854 -0.89900 -0.33612  0.189

Atoms 1-6, force components in eV/Å:
C 0.22 -0.13 0.14
C -0.34 -0.93 -0.04
N 0.38 -0.44 0.36
S -0.11 0.51 0.07
Cl -0.53 0.58 -0.50
Cl 0.39 0.56 -0.05